Entry 1:
The following is a DFT calculation (the ωB97M-V functional and the def2-TZVPD basis) of a cluster of 2 separate species, C27H27NO6 in total.

ORCA input file:
```
! RIJCOSX wB97M-V def2-TZVPD def2/J DEFGRID3
* xyz 0 1
C 4.17 0.91 5.68
O 4.38 1.39 4.33
C 3.35 1.40 3.44
C 3.67 1.79 2.12
C 2.73 1.72 1.11
C 1.38 1.31 1.39
C 0.41 1.15 0.34
C -0.97 1.13 0.60
C -2.05 1.19 -0.29
C -3.41 0.96 0.11
C -4.47 1.08 -0.84
C -5.77 0.77 -0.53
C -6.11 0.34 0.79
O -7.42 0.04 0.98
C -7.88 -0.46 2.25
C -5.09 0.24 1.78
C -3.77 0.55 1.43
C 1.06 0.99 2.74
C 2.01 1.04 3.76
H 5.16 0.95 6.13
H 3.48 1.57 6.23
H 3.80 -0.12 5.69
H 4.70 2.11 1.93
H 3.01 1.98 0.09
H 0.77 1.12 -0.70
H -1.24 1.09 1.66
H -1.88 1.45 -1.34
H -4.23 1.43 -1.85
H -6.58 0.85 -1.25
H -8.94 -0.64 2.09
H -7.38 -1.39 2.53
H -7.74 0.29 3.04
H -5.34 -0.06 2.80
H -3.01 0.46 2.21
H 0.06 0.63 2.99
H 1.73 0.78 4.79
C -2.91 -2.70 -2.84
C -1.77 -1.91 -3.41
O -0.75 -1.89 -2.36
C 0.34 -1.17 -2.73
C 1.43 -1.35 -1.80
C 2.75 -1.09 -2.18
C 3.06 -0.16 -3.24
C 4.37 0.19 -3.53
C 5.43 -0.36 -2.77
N 6.75 0.10 -3.03
O 7.73 -0.42 -2.45
O 6.89 1.03 -3.87
C 5.17 -1.34 -1.78
C 3.87 -1.67 -1.47
O 0.32 -0.46 -3.76
H -3.70 -2.84 -3.59
H -2.56 -3.69 -2.51
H -3.36 -2.21 -1.97
H -1.35 -2.40 -4.31
H -2.08 -0.88 -3.66
H 1.24 -1.91 -0.91
H 2.24 0.32 -3.77
H 4.61 0.90 -4.33
H 6.02 -1.79 -1.28
H 3.66 -2.36 -0.65
*
```

The lowest unoccupied orbital energy is -2.75 eV. For the HOMO energy, the calculation gives -5.959 eV. The calculation puts the relative energy (zero: lowest compared OMol25 entry of this formula, charge and spin) at 209.6 kcal per mole. The calculation puts the frontier orbital gap at 3.210 eV.

natural (NBO) population analysis, charges in e, atoms 1 to 8: -0.26, -0.48, 0.38, -0.27, -0.11, -0.18, 0.01, -0.30

---

Entry 2:
The following is a DFT calculation (the ωB97M-V functional and the def2-TZVPD basis) of the molecule C3H3ClO2.

ORCA input file:
```
! RIJCOSX wB97M-V def2-TZVPD def2/J DEFGRID3
* xyz 0 1
C -1.09 0.91 0.04
C 0.21 0.54 -0.04
C 2.10 -0.59 -0.04
H -1.42 2.05 0.17
H 0.85 1.44 0.21
H 2.46 -1.64 -0.02
O 0.79 -0.65 0.16
O 2.74 0.47 -0.08
Cl -2.20 -0.33 -0.04
*
```

The lowest unoccupied orbital energy is 0.73 eV. For the HOMO energy, the calculation gives -9.387 eV. Its SMILES is O=CO/C=C\Cl. The calculation puts the relative energy (zero: lowest compared OMol25 entry of this formula, charge and spin) at 34.8 kcal per mole. The calculation puts the frontier orbital gap at 10.117 eV.

natural (NBO) population analysis, charges in e, atoms 1 to 8: -0.30, 0.06, 0.64, 0.25, 0.22, 0.14, -0.47, -0.56

---

Entry 3:
The following is a DFT calculation (the ωB97M-V functional and the def2-TZVPD basis) of the molecule C21H29NO6.

ORCA input file:
```
! RIJCOSX wB97M-V def2-TZVPD def2/J DEFGRID3
* xyz 0 1
C -4.15 1.86 3.28
C -3.62 1.81 1.88
O -2.66 0.71 1.78
C -2.27 0.41 0.54
C -1.24 -0.71 0.34
C -2.33 -1.73 -0.15
O -3.25 -2.04 0.65
O -2.21 -2.17 -1.44
C -3.22 -3.13 -1.89
C -2.51 -4.42 -2.07
C -0.90 -1.39 1.62
O -0.76 -0.81 2.69
O -1.06 -2.72 1.51
C -1.07 -3.37 2.81
C -1.33 -4.85 2.58
O -2.69 0.94 -0.49
H -4.85 2.69 3.36
H -4.71 0.96 3.53
H -3.36 2.04 4.01
H -4.42 1.61 1.17
H -3.07 2.71 1.58
H -4.04 -3.21 -1.16
H -3.58 -2.70 -2.82
H -3.13 -5.13 -2.62
H -1.55 -4.24 -2.57
H -2.27 -4.86 -1.08
H -0.09 -3.12 3.20
H -1.87 -3.00 3.47
H -1.17 -5.40 3.53
H -2.39 -5.02 2.27
H -0.66 -5.28 1.81
C 3.20 -1.74 -1.29
C 2.14 -2.82 -1.56
C 0.83 -2.33 -0.95
N 1.11 -0.97 -0.36
C 0.02 -0.06 -0.24
C 0.49 1.35 0.22
C 1.05 2.32 -0.66
C 1.28 3.65 -0.24
C 1.12 3.97 1.12
C 0.64 3.01 2.01
C 0.37 1.72 1.56
C 2.46 -0.51 -0.70
H 3.89 -2.13 -0.54
H 3.82 -1.50 -2.16
H 1.96 -3.02 -2.62
H 2.33 -3.80 -1.11
H 0.01 -2.23 -1.70
H 0.47 -3.00 -0.14
H -0.70 -0.01 -1.25
H 1.25 2.10 -1.72
H 1.62 4.42 -0.93
H 1.34 4.96 1.46
H 0.50 3.24 3.06
H 0.00 0.97 2.26
H 3.00 -0.09 0.17
H 2.46 0.27 -1.46
*
```

The lowest unoccupied orbital energy is 0.76 eV. For the HOMO energy, the calculation gives -7.908 eV. Its SMILES is CCOC(=O)C(C(=O)OCC)(C(=O)OCC)[C@@H](c1ccccc1)N1CCCC1. The calculation puts the relative energy (zero: lowest compared OMol25 entry of this formula, charge and spin) at 41.8 kcal per mole. The calculation puts the frontier orbital gap at 8.669 eV.

natural (NBO) population analysis, charges in e, atoms 1 to 8: -0.63, -0.07, -0.49, 0.86, -0.41, 0.87, -0.62, -0.51

---

Entry 4:
The following is a DFT calculation (the ωB97M-V functional and the def2-TZVPD basis) of a cluster of 2 separate species, CH3NO3S in total.

ORCA input file:
```
! RIJCOSX wB97M-V def2-TZVPD def2/J DEFGRID3
* xyz 0 1
C -1.15 0.74 0.49
N -0.43 -0.35 0.20
O -0.88 1.83 0.05
O 2.02 -0.91 0.28
O 0.90 -0.84 -1.90
S 1.06 -0.32 -0.59
H -2.03 0.54 1.14
H -0.76 -1.72 0.97
H 1.26 1.03 -0.65
*
```

The lowest unoccupied orbital energy (alpha / beta) is -1.91 / -1.91 eV. For the HOMO energy (alpha / beta), the calculation gives -10.903 / -10.903 eV. The calculation puts the relative energy (zero: lowest compared OMol25 entry of this formula, charge and spin) at 89.8 kcal per mole. The calculation puts the frontier orbital gap (alpha / beta) at 8.993 / 8.993 eV.

natural (NBO) population analysis, charges in e, atoms 1 to 8: 0.51, -0.85, -0.58, -0.92, -0.90, 2.14, 0.13, 0.45

---

Entry 5:
The following is a DFT calculation (the ωB97M-V functional and the def2-TZVPD basis) of a cluster of 2 separate species, C4H8NO3 in total.

ORCA input file:
```
! RIJCOSX wB97M-V def2-TZVPD def2/J DEFGRID3
* xyz -1 1
C -2.32 -0.87 2.28
C -1.75 0.29 1.50
O -1.64 1.38 2.07
N -1.15 -0.08 0.30
H -2.81 -1.72 1.65
H -3.05 -0.55 2.93
H -0.32 0.41 -0.37
H -1.47 -0.94 -0.08
H -1.45 -1.24 2.79
C 2.64 0.90 -2.15
C 1.87 -0.20 -1.43
O 0.78 0.37 -1.24
O 2.27 -1.39 -1.30
H 2.37 1.93 -1.70
H 2.28 0.95 -3.23
H 3.75 0.77 -2.04
*
```

The lowest unoccupied orbital energy is 3.82 eV. For the HOMO energy, the calculation gives -4.774 eV. The calculation puts the relative energy (zero: lowest compared OMol25 entry of this formula, charge and spin) at 37.1 kcal per mole. The calculation puts the frontier orbital gap at 8.590 eV.

natural (NBO) population analysis, charges in e, atoms 1 to 8: -0.69, 0.65, -0.68, -0.87, 0.18, 0.21, 0.48, 0.36

---

Entry 6:
The following is a DFT calculation (the ωB97M-V functional and the def2-TZVPD basis) of a structure of composition C8H16BrFNO8S3.

ORCA input file:
```
! RIJCOSX wB97M-V def2-TZVPD def2/J DEFGRID3
* xyz -1 1
C 0.35 2.71 2.35
C 0.05 1.84 1.15
C 1.23 0.98 0.72
Br 1.11 0.60 -1.19
S 1.39 -0.54 1.67
O 1.28 -0.12 3.04
O 2.69 -1.05 1.35
N 0.21 -1.45 1.10
S 0.10 -2.91 1.74
O -1.30 -3.22 1.87
O 0.81 -3.14 2.96
C 0.70 -4.11 0.54
C 2.00 -4.82 0.91
C 2.59 -5.40 -0.38
F 2.95 -3.96 1.40
H -0.52 3.29 2.64
H 0.67 2.14 3.22
H 1.16 3.40 2.12
H -0.14 2.52 0.33
H -0.86 1.28 1.27
H 2.14 1.52 0.91
H 0.83 -3.68 -0.44
H -0.05 -4.88 0.43
H 1.83 -5.65 1.58
H 1.81 -5.97 -0.88
H 3.46 -6.00 -0.15
H 2.85 -4.56 -1.01
C -1.87 4.08 -3.40
C -3.06 3.16 -3.54
O -3.36 2.77 -2.20
S -3.03 3.97 -1.20
O -4.22 4.69 -0.92
O -2.19 3.47 -0.17
O -2.14 4.84 -2.21
H -0.94 3.52 -3.25
H -1.76 4.75 -4.25
H -2.84 2.28 -4.15
H -3.93 3.68 -3.95
*
```

The lowest unoccupied orbital energy is 2.07 eV. For the HOMO energy, the calculation gives -5.566 eV. The calculation puts the frontier orbital gap at 7.638 eV.

natural (NBO) population analysis, charges in e, atoms 1 to 8: -0.61, -0.45, -0.47, -0.03, 2.32, -0.97, -0.99, -1.25

---

Entry 7:
The following is a DFT calculation (the ωB97M-V functional and the def2-TZVPD basis) of a structure of composition C4H4LiO5.

ORCA input file:
```
! RIJCOSX wB97M-V def2-TZVPD def2/J DEFGRID3
* xyz 0 2
O 0.37 -0.05 -1.74
C -0.25 -0.93 -0.91
C 0.98 1.11 -1.20
O -0.91 -1.82 -1.44
O -0.16 -0.69 0.35
C 0.01 2.18 -0.82
H 1.64 1.48 -2.00
H 1.63 0.84 -0.35
H 0.37 3.00 -0.20
H -0.97 2.23 -1.30
O -0.17 -3.60 2.51
O -0.97 -1.46 2.86
C -0.41 -2.46 2.57
Li -1.16 0.17 1.66
*
```

The lowest unoccupied orbital energy (alpha / beta) is -0.74 / -1.05 eV. For the HOMO energy (alpha / beta), the calculation gives -8.482 / -8.879 eV. The calculation puts the relative energy (zero: lowest compared OMol25 entry of this formula, charge and spin) at 0.0 kcal per mole. The calculation puts the frontier orbital gap (alpha / beta) at 7.744 / 7.831 eV.

natural (NBO) population analysis, charges in e, atoms 1 to 8: -0.53, 0.97, -0.16, -0.68, -0.99, -0.34, 0.21, 0.20

---

no.,DFT total energy (eV)
1,-42205.614
2,-19775.182
3,-36020.401
4,-19549.422
5,-11911.685
6,-131691.215
7,-14655.355